Entry 1:
Formula: C2H10N6O2
Source: OMol25
Level of theory: ωB97M-V/def2-TZVPD

## Properties
Energy above the lowest of the compared OMol25 structures with the same formula, charge and spin (kcal/mol): 0.00
SMILES: NN/C(O)=[N+](\N)N/[NH+]=C\O
Maximum force (eV Å⁻¹): 6.80
E_LUMO (eV): -7.79
Kohn-Sham gap (eV): 9.48
HOMO level (eV): -17.264

Structure (ORCA input):
```
! RIJCOSX wB97M-V def2-TZVPD def2/J DEFGRID3
* xyz 2 1
N 0.623 -3.243 -1.402
N 0.432 -1.863 -1.457
C 0.079 -1.025 -0.530
O -0.355 -1.461 0.621
N -0.008 0.336 -0.664
N 0.669 1.061 -1.643
N -0.677 0.960 0.331
N 0.076 1.310 1.564
C -0.399 2.316 2.361
O -1.431 3.055 2.110
H 0.680 -3.683 -2.322
H 1.384 -3.777 -0.859
H 0.537 -1.364 -2.405
H -0.548 -2.411 0.779
H 1.386 1.597 -1.344
H -0.086 1.651 -2.186
H -1.500 0.535 0.618
H 0.737 0.677 1.881
H 0.133 2.508 3.349
H -1.735 2.821 1.196
*
```

***

Entry 2:
Formula: C2H10N7
Source: OMol25
Level of theory: ωB97M-V/def2-TZVPD

## Properties
Energy above the lowest of the compared OMol25 structures with the same formula, charge and spin (kcal/mol): 52.93
Maximum force (eV Å⁻¹): 4.50
E_LUMO (eV): -3.35
Kohn-Sham gap (eV): 9.34
HOMO level (eV): -12.686

Structure (ORCA input):
```
! RIJCOSX wB97M-V def2-TZVPD def2/J DEFGRID3
* xyz 1 1
C 0.576 -0.565 -0.236
C -0.445 0.573 0.221
N 0.213 -1.054 -1.568
N -0.707 -0.439 -2.114
N -1.463 0.309 -1.390
N 0.536 -1.737 0.767
N 1.938 -0.127 -0.437
N 0.080 1.829 0.342
N -1.211 0.110 1.242
H -2.033 1.134 -1.645
H 0.189 -2.555 0.283
H 1.377 -1.767 1.357
H 2.466 0.382 0.288
H 1.944 0.295 -1.284
H 0.871 1.988 -0.221
H -0.460 2.651 0.420
H -0.331 -1.438 1.314
H -1.887 -0.494 0.850
H -1.654 0.905 1.809
*
```

***

Entry 3:
Formula: C2H10N8
Source: OMol25
Level of theory: ωB97M-V/def2-TZVPD

## Properties
Energy above the lowest of the compared OMol25 structures with the same formula, charge and spin (kcal/mol): 31.12
Maximum force (eV Å⁻¹): 4.98
E_LUMO (eV): -7.73
Kohn-Sham gap (eV): 9.89
HOMO level (eV): -17.618

Structure (ORCA input):
```
! RIJCOSX wB97M-V def2-TZVPD def2/J DEFGRID3
* xyz 2 1
C 2.166 0.031 -0.495
C -1.761 0.668 0.187
N -1.055 -2.689 0.077
N 3.142 0.096 0.175
N -1.487 -1.542 0.384
N 1.292 -0.048 -1.376
N -3.123 0.667 0.021
N -1.100 -0.456 -0.135
N -1.112 1.852 0.274
N 3.941 0.591 1.061
H -1.170 -3.318 0.793
H 1.520 0.320 -2.282
H 0.275 -0.195 -1.373
H -3.680 -0.056 -0.475
H -3.521 1.638 0.004
H -1.699 2.629 0.366
H -0.155 1.816 0.205
H -0.390 -2.849 -0.622
H 3.886 1.615 1.119
H 4.761 0.003 1.156
*
```

***

Entry 4:
Formula: C2H10NO
Source: OMol25
Level of theory: ωB97M-V/def2-TZVPD

## Properties
Energy above the lowest of the compared OMol25 structures with the same formula, charge and spin (kcal/mol): 46.61
Maximum force (eV Å⁻¹): 5.02
E_LUMO (eV): -3.85
Kohn-Sham gap (eV): 10.44
HOMO level (eV): -14.297

Structure (ORCA input):
```
! RIJCOSX wB97M-V def2-TZVPD def2/J DEFGRID3
* xyz 1 1
C 0.382 -0.577 1.743
N -0.956 -0.066 1.466
H -1.426 -0.871 1.001
H -1.291 0.356 2.364
H -0.889 0.492 0.661
H 0.960 -0.038 2.554
H 1.001 -0.507 0.910
H 0.409 -1.670 2.174
C 0.593 0.209 -2.101
O -0.505 1.047 -1.788
H -0.812 1.622 -2.439
H 0.786 0.019 -3.189
H 1.503 0.675 -1.755
H 0.244 -0.689 -1.599
*
```

***

Entry 5:
Formula: C2H10NO
Source: OMol25
Level of theory: ωB97M-V/def2-TZVPD

## Properties
Energy above the lowest of the compared OMol25 structures with the same formula, charge and spin (kcal/mol): 28.94
Maximum force (eV Å⁻¹): 5.35
E_LUMO (eV): -3.70
Kohn-Sham gap (eV): 11.61
HOMO level (eV): -15.309

Structure (ORCA input):
```
! RIJCOSX wB97M-V def2-TZVPD def2/J DEFGRID3
* xyz 1 1
N 1.181 1.143 -1.382
H 0.534 0.682 -2.022
H 2.021 0.562 -1.390
H 0.792 1.161 -0.317
H 1.312 2.104 -1.697
C -1.001 0.023 0.924
O 0.272 0.734 0.957
C -0.746 -1.395 0.369
H -1.941 0.400 0.538
H -1.173 -0.340 1.966
H 0.931 0.371 1.544
H -0.659 -1.510 -0.730
H -1.658 -2.004 0.532
H 0.135 -1.931 0.709
*
```

***

Entry 6:
Formula: C2H10NO
Source: OMol25
Level of theory: ωB97M-V/def2-TZVPD

## Properties
Energy above the lowest of the compared OMol25 structures with the same formula, charge and spin (kcal/mol): 23.20
Maximum force (eV Å⁻¹): 3.18
E_LUMO (eV): -3.99
Kohn-Sham gap (eV): 10.43
HOMO level (eV): -14.413

Structure (ORCA input):
```
! RIJCOSX wB97M-V def2-TZVPD def2/J DEFGRID3
* xyz 1 1
C 0.000 0.000 0.000
C 1.527 0.292 0.011
N 2.029 1.059 -1.096
H -0.282 -0.411 0.984
H -0.308 -0.715 -0.782
H -0.545 0.947 -0.155
H 1.988 -0.715 0.019
H 1.954 0.864 0.857
H 1.529 0.831 -1.978
H 3.010 0.725 -1.181
H 2.044 2.093 -0.987
O -2.309 2.169 1.666
H -2.413 2.389 2.619
H -2.229 1.189 1.644
*
```

***

Entry 7:
Formula: C2H10NO2
Source: OMol25
Level of theory: ωB97M-V/def2-TZVPD

## Properties
Energy above the lowest of the compared OMol25 structures with the same formula, charge and spin (kcal/mol): 51.34
Maximum force (eV Å⁻¹): 7.56
E_LUMO (eV): -4.30
Kohn-Sham gap (eV): 11.82
HOMO level (eV): -16.126

Structure (ORCA input):
```
! RIJCOSX wB97M-V def2-TZVPD def2/J DEFGRID3
* xyz 1 1
C 1.148 -0.572 1.526
C -1.186 0.754 1.339
N -0.144 0.121 0.892
H 0.947 -0.775 2.460
H 1.833 0.251 1.437
H 1.473 -1.297 0.681
H -1.144 1.073 2.411
H -1.962 0.981 0.498
H 0.010 -0.064 -0.156
H 0.314 -2.365 -2.179
H 1.462 -1.526 -1.881
O 0.611 -1.691 -1.639
H -1.161 2.102 -1.826
H -0.237 1.063 -1.926
O -0.648 1.519 -1.230
*
```

***

Entry 8:
Formula: C2H10NO2
Source: OMol25
Level of theory: ωB97M-V/def2-TZVPD

## Properties
Energy above the lowest of the compared OMol25 structures with the same formula, charge and spin (kcal/mol): 15.81
Maximum force (eV Å⁻¹): 1.26
E_LUMO (eV): -4.46
Kohn-Sham gap (eV): 10.03
HOMO level (eV): -14.500

Structure (ORCA input):
```
! RIJCOSX wB97M-V def2-TZVPD def2/J DEFGRID3
* xyz 1 1
C 0.631 -0.421 2.404
C 0.872 0.033 0.029
N 0.171 -0.274 1.030
H 0.272 0.406 3.006
H 0.282 -1.356 2.855
H 1.702 -0.630 2.425
H 1.926 0.275 0.096
H 0.408 0.019 -0.918
H -0.825 -0.538 0.909
H 1.773 1.239 -4.315
H 0.889 2.411 -3.900
O 1.131 1.512 -3.653
H -3.082 -1.590 1.235
H -2.974 -0.772 -0.058
O -2.516 -0.964 0.768
*
```